DFT (ωB97M-V/def2-TZVPD) results for C25H40Cl4LaN3O3Si as an isolated structure.

Each line ends with the Löwdin charge.
Positions of all 77 atoms, in Å:
C 2.835222 -2.643668 -2.266622  -0.09
C 2.215785 -1.819560 -3.367446  -0.26
H 2.322320 -3.619896 -2.176441  0.07
H 2.742139 -2.069113 -1.326013  0.07
H 3.899495 -2.879471 -2.505554  0.09
C 2.068236 -2.313737 -4.609376  -0.13
C 2.452762 -3.700263 -4.995124  -0.11
H 1.765877 -1.675012 -5.442446  0.09
H 1.992433 -4.461461 -4.353219  0.07
H 3.539904 -3.862386 -4.946892  0.08
H 2.148143 -3.921712 -6.022115  0.07
La 0.825797 0.077567 2.664684  1.44
Cl 2.913698 -0.977983 3.713873  -0.29
Cl 2.185447 1.556650 0.931046  -0.12
C 0.114851 3.439182 2.367916  -0.34
O -0.305730 2.306276 2.744248  -0.28
N -0.598630 4.259821 1.610093  -0.16
C -1.994242 3.991494 1.287332  -0.01
C 0.077494 5.332429 0.903735  -0.02
H 1.116859 3.815918 2.619976  0.13
H -2.494057 3.514783 2.137330  0.10
H -2.093315 3.341816 0.402067  0.08
H -2.441353 4.968533 1.072637  0.09
H 0.930060 5.635119 1.517099  0.09
H -0.630447 6.151081 0.769340  0.09
H 0.448899 5.009104 -0.078244  0.10
H -0.910323 -5.753411 3.806835  0.10
H -0.126899 -3.780633 0.998554  0.05
C -1.767794 -5.244086 3.348244  -0.02
C -1.155286 -4.065019 1.235545  -0.08
N -1.395062 -4.005649 2.670058  -0.15
H -2.491797 -5.054586 4.143379  0.09
C -1.064109 -2.887872 3.286967  -0.25
O -0.631353 -1.867931 2.652189  -0.27
H -1.801490 -3.349959 0.711183  0.07
H -1.200309 -2.892662 4.363609  0.12
H -2.207662 -5.901436 2.592516  0.09
H -1.348731 -5.085075 0.901208  0.09
O 1.404857 -0.131331 -1.754249  -0.31
C 2.043115 -0.338661 -3.027054  -0.29
C 0.417325 0.139401 -4.969905  -0.08
C 1.498947 0.532982 -4.171059  -0.18
H -0.061955 -0.838759 -4.813974  0.11
C -0.059156 0.998419 -5.977021  -0.08
H 3.105774 -0.024848 -2.891264  0.15
C 2.166080 1.741113 -4.459947  -0.03
H -0.916200 0.669652 -6.577955  0.10
C 0.589012 2.205253 -6.237291  -0.10
C 1.704976 2.582135 -5.476947  -0.09
H 3.053109 2.030327 -3.892334  0.12
H 0.215207 2.843519 -7.039525  0.09
H 2.205280 3.528178 -5.670973  0.09
Si -0.307712 -0.073730 -1.421108  0.05
Cl -0.196601 -2.242786 -1.084753  0.38
C -1.743121 -0.474458 -2.634057  -0.24
C -0.276429 1.893030 -1.694279  -0.20
C -1.341205 0.465604 0.152831  -0.26
H -1.757438 0.029732 -3.608244  0.01
H -2.655889 -0.212189 -2.066925  0.02
H -1.804984 -1.558626 -2.850580  -0.01
H -1.481875 -0.393983 0.830608  -0.02
H -2.323851 0.910643 -0.081543  0.04
H -0.775235 1.289471 0.627500  -0.05
H -0.123644 2.075490 -2.760612  0.00
H 0.570956 2.334634 -1.153521  -0.02
H -1.185625 2.439600 -1.398719  0.00
Cl -1.462463 3.487941 7.499441  0.72
C -1.224715 1.904560 6.893967  -0.66
C -1.732943 0.804267 7.587673  -0.07
C -1.444815 -0.459673 7.083240  -0.04
C -0.698320 -0.578767 5.907455  -0.13
N -0.274050 0.486999 5.202756  -0.03
C -0.468266 1.723575 5.729828  -0.13
H -2.319609 0.967285 8.491152  0.12
H -1.800179 -1.360712 7.578521  0.11
H -0.391692 -1.567352 5.546108  0.09
H -0.083470 2.604911 5.220577  0.10

Forces on atoms 1 to 3 (eV/Å):
-0.01 -0.18 0.09
-0.04 -0.03 -0.90
0.16 0.50 0.15

## Properties
Strongest force on any atom = 3.34 eV Å⁻¹
M = 739.417 g/mol
HOMO-LUMO gap = 6.0 eV
LUMO energy = -0.777 eV
Calculated total energy = -96019.02674 eV